{"formula": "C25H50O17S4", "method": "ωB97M-V/def2-TZVPD", "elements": ["O", "S", "O", "C", "C", "C", "C", "H", "H", "H", "H", "H", "H", "H", "H", "O", "S", "O", "C", "C", "C", "C", "H", "H", "H", "H", "H", "H", "H", "H", "O", "S", "O", "C", "C", "C", "C", "H", "H", "H", "H", "H", "H", "H", "H", "O", "S", "O", "C", "C", "C", "C", "H", "H", "H", "H", "H", "H", "H", "H", "C", "O", "C", "O", "O", "C", "H", "H", "H", "H", "H", "H", "C", "O", "C", "O", "O", "C", "H", "H", "H", "H", "H", "H", "C", "O", "C", "O", "O", "C", "H", "H", "H", "H", "H", "H"], "xyz": [[0.75161, -0.00633, 2.38117], [0.56459, -0.50024, 1.02098], [1.64696, -0.83282, 0.07463], [-0.58340, -1.96780, 1.03210], [-1.96796, -1.52230, 0.58248], [-1.79392, -0.30301, -0.32706], [-0.71389, 0.61047, 0.27514], [-0.65635, -2.39075, 2.03404], [-0.18150, -2.74620, 0.38350], [-2.38047, -2.35547, 0.01348], [-2.57324, -1.18661, 1.42453], [-2.78497, 0.06414, -0.59374], [-1.43342, -0.67854, -1.28473], [-1.05465, 1.17489, 1.14313], [-0.16633, 1.16932, -0.48379], [-7.54636, 0.32385, -4.54574], [-8.57451, 0.03019, -3.55002], [-8.28086, -0.55943, -2.26349], [-9.37884, 1.62898, -3.12804], [-10.92653, 1.49863, -3.32498], [-11.12826, 0.38388, -4.43808], [-10.11571, -0.70030, -4.21365], [-9.07636, 2.26986, -3.95621], [-8.87434, 2.17434, -2.33045], [-11.18730, 1.19364, -2.31154], [-11.58825, 2.36273, -3.38479], [-10.91714, 0.80588, -5.42065], [-12.17016, 0.06761, -4.38788], [-9.81357, -1.19109, -5.13882], [-10.32002, -1.42233, -3.42305], [2.55598, -8.10006, -3.14139], [1.99608, -7.60215, -1.89596], [1.01015, -6.56500, -2.00126], [1.28996, -8.83102, -0.74623], [1.79461, -8.32178, 0.63644], [3.24737, -7.93961, 0.51814], [3.41566, -7.07308, -0.73137], [1.84238, -9.74218, -0.97584], [0.23396, -8.93422, -0.99586], [1.23663, -7.42977, 0.92118], [1.46864, -9.08806, 1.33976], [3.83710, -8.85435, 0.45855], [3.73581, -7.42115, 1.34320], [4.38873, -7.25204, -1.18874], [3.35942, -5.98825, -0.64156], [9.63627, 4.50535, 1.91549], [8.47545, 4.21555, 0.98962], [8.36234, 5.01899, -0.16734], [8.31529, 2.37100, 0.76580], [7.65713, 1.88937, 2.11208], [6.95159, 2.99957, 2.81379], [6.92031, 4.16045, 1.85337], [9.35787, 2.26113, 0.46735], [7.68074, 2.16330, -0.09577], [6.98604, 1.03991, 1.98482], [8.48748, 1.49400, 2.69713], [7.34016, 3.22083, 3.80785], [5.96200, 2.56721, 2.96170], [6.78778, 5.16932, 2.24416], [6.18726, 3.92402, 1.08210], [0.70672, 5.89068, 2.52625], [1.23749, 5.89378, 1.17451], [1.03178, 7.00311, 0.39273], [0.42058, 8.02912, 0.73177], [1.58233, 6.68240, -0.79133], [1.40808, 7.68881, -1.86666], [-0.36809, 5.72020, 2.46429], [1.00120, 6.78563, 3.07437], [1.19845, 5.06653, 3.04304], [1.32606, 7.12558, -2.79626], [2.21493, 8.40502, -2.02196], [0.50486, 8.29884, -1.87905], [-2.38961, 3.17060, -6.13455], [-3.15512, 4.34156, -5.93899], [-3.36725, 4.77195, -4.69886], [-2.80327, 4.29393, -3.68629], [-3.96304, 5.98357, -4.72056], [-3.92591, 6.77790, -3.50364], [-2.11982, 2.88847, -7.15224], [-2.77845, 2.20549, -5.80980], [-1.52188, 3.32315, -5.49278], [-4.84845, 7.35103, -3.41120], [-3.27080, 7.61781, -3.73487], [-3.58072, 6.32142, -2.57596], [3.75632, -3.24009, 6.82081], [3.83333, -4.58871, 7.34985], [3.01538, -5.52753, 6.85316], [2.13450, -5.43900, 6.00385], [3.34322, -6.65408, 7.54085], [2.84680, -7.93646, 7.12019], [3.91249, -3.32479, 5.74539], [4.43503, -2.40972, 7.01560], [2.76200, -2.81262, 6.95013], [2.62854, -8.51404, 8.01845], [3.58422, -8.57788, 6.63761], [1.91308, -7.86412, 6.56249]], "lowdin_charge": [-0.359, 0.728, -0.355, -0.218, -0.228, -0.224, -0.199, 0.097, 0.098, 0.118, 0.116, 0.117, 0.113, 0.097, 0.100, -0.337, 0.699, -0.340, -0.230, -0.187, -0.198, -0.233, 0.083, 0.103, 0.099, 0.107, 0.115, 0.114, 0.103, 0.102, -0.342, 0.683, -0.336, -0.210, -0.230, -0.238, -0.181, 0.098, 0.106, 0.115, 0.113, 0.113, 0.116, 0.094, 0.097, -0.347, 0.685, -0.311, -0.188, -0.216, -0.238, -0.256, 0.089, 0.097, 0.112, 0.112, 0.121, 0.114, 0.111, 0.115, -0.030, -0.037, -0.543, 0.085, 0.006, -0.019, 0.096, 0.092, 0.088, 0.086, 0.090, 0.087, -0.054, 0.011, -0.539, 0.061, -0.004, -0.028, 0.095, 0.095, 0.093, 0.088, 0.087, 0.094, -0.031, 0.002, -0.558, 0.103, -0.016, -0.041, 0.089, 0.091, 0.094, 0.087, 0.089, 0.090], "homo_lumo_gap_ha": 0.383, "e_above_lowest_kj_mol": 163.69, "max_force_ev_per_a": 4.43, "e_homo_ev": -10.11}